Entry from OMol25: 6 unconnected molecules or ions with the total composition C17H34ClO21S6 at a distorted geometry (the ωB97M-V functional and the def2-TZVPD basis).

Atoms and positions in Å:
C: 4.0215 1.0292 -1.3013
C: 2.4838 1.1730 -1.6653
C: 1.6902 1.1368 -0.2810
C: 0.2677 1.7628 -0.3685
C: 0.3225 3.3245 -0.6074
S: -0.8004 0.9886 -1.6495
C: -2.4359 1.8148 -1.4337
C: -3.5298 0.8753 -0.8483
O: -4.5934 1.3264 -0.7206
Cl: -3.2507 -0.8285 -0.3982
H: 4.6245 0.7562 -2.1935
H: 4.4203 1.9152 -0.7632
H: 4.1451 0.1559 -0.5883
H: 2.2695 2.1269 -2.2025
H: 2.2039 0.2826 -2.2776
H: 2.3162 1.7272 0.4264
H: 1.6091 0.0664 0.0093
H: -0.2385 1.5987 0.6077
H: 0.1709 3.5453 -1.6869
H: 1.2570 3.7942 -0.2441
H: -0.4998 3.7735 -0.0006
H: -0.3996 1.3216 -2.9209
H: -2.8143 2.2200 -2.3969
H: -2.3534 2.6708 -0.7249
C: 3.6801 -1.4873 3.8078
C: 4.0979 -0.4765 2.7633
O: 4.4933 -1.2623 1.6339
S: 3.6009 -2.6089 1.5841
O: 2.5328 -2.3966 0.6629
O: 4.4712 -3.7237 1.5000
O: 3.0100 -2.5255 3.0769
H: 4.5455 -1.9243 4.3031
H: 3.0149 -1.0578 4.5544
H: 4.9177 0.1550 3.1001
H: 3.2552 0.1524 2.4600
C: -6.7928 -2.2897 -1.6129
C: -5.8666 -3.4904 -1.6613
O: -6.7303 -4.6119 -1.8346
S: -8.0146 -4.1658 -2.7082
O: -7.7847 -4.5250 -4.0615
O: -9.1859 -4.5399 -2.0051
O: -7.8124 -2.5680 -2.5712
H: -7.2633 -2.1919 -0.6311
H: -6.2807 -1.3614 -1.8618
H: -5.2760 -3.5974 -0.7535
H: -5.1985 -3.4400 -2.5260
C: 8.7933 -0.2030 2.9556
C: 8.9836 -1.6709 3.2812
O: 8.7898 -1.7587 4.6966
S: 7.7123 -0.6563 5.1565
O: 6.4384 -1.2847 5.2558
O: 8.2692 0.1055 6.2120
O: 7.7254 0.2299 3.8070
H: 9.6842 0.3780 3.2039
H: 8.5364 -0.0418 1.9105
H: 9.9710 -2.0343 3.0060
H: 8.2218 -2.2869 2.7960
C: -2.5604 0.9261 -6.2481
C: -1.5711 1.4883 -7.2486
O: -1.3736 2.8506 -6.8419
S: -1.5022 2.9562 -5.2492
O: -0.1935 2.9200 -4.6769
O: -2.4443 3.9661 -4.9334
O: -2.1869 1.5144 -4.9902
H: -3.5809 1.2371 -6.4796
H: -2.5182 -0.1595 -6.1898
H: -1.9408 1.4424 -8.2700
H: -0.6087 0.9747 -7.1877
C: -4.4774 0.7376 2.8254
C: -5.3981 -0.1471 3.6425
O: -4.6049 -0.5647 4.7562
S: -3.5641 0.6068 5.1405
O: -4.1067 1.3628 6.2091
O: -2.2584 0.0514 5.1801
O: -3.7154 1.4723 3.7830
H: -3.7847 0.1416 2.2254
H: -5.0270 1.4171 2.1757
H: -5.7563 -1.0078 3.0815
H: -6.2522 0.4167 4.0254

Atoms 1-2, force components in eV/Å:
-0.56 -0.99 0.20
0.57 -0.17 1.27

Its total charge is +1. Its HOMO-LUMO gap is 9.722 eV. As for the lowest unoccupied orbital energy: -3.376 eV. Its maximum force is 2.4 eV/Å. Its HOMO energy is -13.10 eV.